No. 1
{
  "formula": "C74H90BaBr3N6O5Si",
  "method": "ωB97M-V/def2-TZVPD",
  "total_charge": -1,
  "relative_energy_ev": 0.328,
  "homo_ev": -4.392,
  "elements": ["Ba", "C", "N", "C", "C", "C", "N", "C", "C", "C", "C", "C", "C", "C", "O", "C", "C", "C", "C", "C", "C", "C", "C", "C", "C", "C", "C", "C", "C", "C", "O", "C", "C", "C", "C", "C", "C", "C", "C", "H", "H", "H", "H", "H", "H", "H", "H", "H", "H", "H", "H", "H", "H", "H", "H", "H", "H", "H", "H", "H", "H", "H", "H", "H", "H", "H", "H", "H", "H", "H", "H", "H", "H", "H", "H", "H", "H", "H", "H", "H", "H", "H", "H", "H", "H", "H", "H", "H", "H", "H", "H", "H", "H", "Br", "C", "C", "C", "N", "C", "C", "C", "C", "C", "Br", "C", "C", "N", "H", "H", "H", "H", "H", "H", "C", "O", "C", "C", "C", "Br", "C", "C", "C", "O", "C", "N", "C", "C", "C", "C", "C", "C", "N", "H", "H", "H", "H", "H", "H", "H", "H", "H", "H", "H", "C", "C", "C", "C", "Si", "O", "C", "C", "C", "C", "C", "C", "C", "C", "C", "C", "C", "C", "H", "H", "H", "H", "H", "H", "H", "H", "H", "H", "H", "H", "H", "H", "H", "H", "H", "H", "H"],
  "coordinates": [[-0.383, 0.748, 0.468], [-3.093, 3.577, 2.947], [-2.322, 2.361, 2.778], [-1.244, 2.358, 3.742], [-3.151, 1.173, 2.863], [-3.904, 1.017, 1.549], [-3.128, 0.317, 0.531], [-3.490, 0.906, -0.767], [-3.251, 0.075, -1.987], [-4.365, -0.346, -2.680], [-4.279, -0.968, -3.913], [-2.995, -1.135, -4.425], [-1.845, -0.725, -3.774], [-1.933, -0.107, -2.484], [-0.918, 0.315, -1.805], [-0.487, -0.868, -4.455], [-0.541, -1.507, -5.847], [0.129, 0.530, -4.598], [0.415, -1.739, -3.579], [-5.559, -1.273, -4.674], [-5.326, -2.056, -5.966], [-6.545, -2.080, -3.817], [-6.208, 0.071, -5.045], [-3.453, -1.110, 0.611], [-2.597, -2.092, -0.144], [-3.216, -3.012, -0.959], [-2.533, -4.101, -1.483], [-1.181, -4.211, -1.179], [-0.499, -3.309, -0.385], [-1.213, -2.205, 0.184], [-0.699, -1.356, 0.999], [0.952, -3.581, 0.001], [1.784, -2.295, 0.004], [0.924, -4.179, 1.417], [1.661, -4.568, -0.940], [-3.263, -5.112, -2.347], [-3.539, -4.453, -3.700], [-2.457, -6.387, -2.604], [-4.571, -5.542, -1.669], [-3.466, 3.695, 3.979], [-3.951, 3.606, 2.276], [-2.460, 4.430, 2.704], [-1.606, 2.365, 4.781], [-0.656, 3.253, 3.570], [-0.600, 1.500, 3.590], [-3.861, 1.225, 3.709], [-2.505, 0.307, 3.011], [-4.114, 2.020, 1.177], [-4.873, 0.520, 1.715], [-2.914, 1.830, -0.854], [-4.564, 1.160, -0.759], [-5.337, -0.147, -2.243], [-2.891, -1.606, -5.386], [-1.179, -0.948, -6.528], [-0.893, -2.535, -5.790], [0.465, -1.521, -6.268], [-0.535, 1.176, -5.172], [1.093, 0.483, -5.104], [0.269, 0.947, -3.606], [0.009, -2.747, -3.521], [0.444, -1.324, -2.577], [1.426, -1.784, -3.988], [-4.872, -3.020, -5.755], [-4.685, -1.504, -6.648], [-6.282, -2.225, -6.460], [-6.137, -3.062, -3.590], [-7.480, -2.217, -4.360], [-6.769, -1.580, -2.879], [-5.527, 0.653, -5.663], [-6.435, 0.653, -4.155], [-7.132, -0.088, -5.599], [-4.503, -1.262, 0.307], [-3.360, -1.378, 1.671], [-4.270, -2.880, -1.162], [-0.642, -5.054, -1.571], [1.461, -1.632, 0.800], [1.689, -1.784, -0.951], [2.827, -2.545, 0.167], [0.336, -3.534, 2.066], [1.931, -4.259, 1.825], [0.476, -5.171, 1.407], [1.627, -4.210, -1.966], [1.224, -5.564, -0.899], [2.707, -4.661, -0.649], [-2.595, -4.269, -4.209], [-4.018, -3.492, -3.557], [-4.161, -5.089, -4.329], [-1.562, -6.177, -3.184], [-3.070, -7.085, -3.174], [-2.168, -6.867, -1.672], [-5.237, -4.702, -1.497], [-4.352, -6.002, -0.707], [-5.093, -6.268, -2.290], [-4.419, 8.698, -0.459], [-3.529, 7.002, -0.396], [-4.106, 5.907, -1.024], [-3.403, 4.712, -0.947], [-2.256, 4.567, -0.322], [-1.698, 5.624, 0.288], [-2.329, 6.880, 0.264], [-0.419, 5.408, 0.965], [0.277, 6.465, 1.573], [1.474, 6.187, 2.197], [2.452, 7.598, 3.042], [1.971, 4.898, 2.221], [1.206, 3.916, 1.597], [0.062, 4.158, 0.993], [-5.047, 5.977, -1.543], [-3.801, 3.831, -1.432], [-1.899, 7.736, 0.751], [-0.093, 7.477, 1.562], [2.895, 4.654, 2.717], [1.533, 2.888, 1.633], [0.117, 3.640, -2.260], [1.002, 2.781, -1.584], [2.121, 2.376, -2.215], [2.580, 2.890, -3.418], [3.765, 2.409, -3.958], [4.394, 3.138, -5.600], [4.492, 1.418, -3.349], [4.042, 0.884, -2.134], [2.856, 1.362, -1.549], [2.379, 0.915, -0.389], [4.757, -0.194, -1.482], [4.425, -0.664, -0.305], [5.254, -1.720, -0.057], [5.276, -2.605, 1.014], [6.177, -3.645, 0.957], [7.050, -3.804, -0.123], [7.051, -2.927, -1.190], [6.137, -1.886, -1.150], [5.805, -0.889, -2.035], [0.589, 4.598, -2.508], [-0.694, 3.811, -1.555], [-0.274, 3.173, -3.170], [2.027, 3.657, -3.937], [5.409, 1.073, -3.797], [2.996, 0.222, -0.024], [4.603, -2.468, 1.842], [6.209, -4.359, 1.765], [7.741, -4.635, -0.122], [7.722, -3.061, -2.026], [6.223, -0.735, -2.937], [0.328, -0.276, 5.671], [1.702, -0.692, 5.145], [2.558, -1.032, 6.365], [1.518, -1.932, 4.279], [2.378, 0.716, 3.996], [1.447, 1.012, 2.781], [4.192, 0.435, 3.451], [4.995, -0.646, 3.781], [6.326, -0.715, 3.403], [6.889, 0.310, 2.665], [6.099, 1.385, 2.292], [4.775, 1.439, 2.686], [2.644, 2.156, 5.246], [3.607, 2.139, 6.251], [3.660, 3.127, 7.219], [2.759, 4.178, 7.192], [1.826, 4.242, 6.171], [1.784, 3.243, 5.216], [-0.045, -0.999, 6.402], [-0.387, -0.226, 4.855], [0.371, 0.701, 6.149], [2.126, -1.883, 6.901], [2.597, -0.183, 7.046], [3.577, -1.296, 6.095], [0.986, -2.721, 4.816], [2.481, -2.322, 3.957], [0.953, -1.664, 3.390], [4.578, -1.468, 4.343], [6.924, -1.571, 3.691], [7.933, 0.266, 2.381], [6.526, 2.189, 1.706], [4.164, 2.280, 2.393], [4.334, 1.339, 6.277], [4.404, 3.077, 8.005], [2.791, 4.943, 7.956], [1.126, 5.065, 6.121], [1.071, 3.292, 4.413]],
  "atomic_forces_ev_per_a": [[1.49, 3.47, 1.02], [-0.02, 0.01, -0.18], [-0.02, 0.12, 0.05], [-0.13, 0.01, -0.03], [-0.27, 0.08, -0.23], [0.02, 0.08, 0.39], [-0.53, -0.09, -0.13], [0.02, -0.26, -0.15], [0.07, 0.34, -0.05], [0.02, -0.04, -0.17], [0.02, 0.00, 0.10], [-0.29, -0.01, 0.01], [0.28, 0.08, 0.14], [-0.81, -0.24, -0.78], [-0.05, 0.07, -0.74], [0.19, 0.01, -0.04], [-0.06, 0.14, 0.28], [-0.01, -0.14, 0.06], [-0.05, 0.11, 0.00], [-0.20, 0.05, -0.11], [0.01, 0.14, 0.20], [0.10, 0.09, -0.09], [0.00, -0.17, -0.03], [0.11, -0.28, 0.07], [0.42, -0.03, 0.29], [0.18, -0.24, -0.02], [0.04, -0.06, 0.11], [-0.30, 0.00, -0.12], [0.00, 0.48, 0.23], [-1.09, -1.57, -1.08], [0.13, -1.71, 1.68], [0.00, -0.04, 0.16], [-0.10, -0.23, 0.12], [0.05, 0.19, -0.12], [-0.20, 0.16, 0.17], [0.00, -0.15, -0.18], [-0.09, -0.18, 0.17], [-0.06, 0.19, 0.05], [0.14, 0.06, -0.14], [0.03, -0.04, 0.00], [0.00, 0.01, -0.01], [0.01, 0.10, 0.09], [-0.03, 0.03, 0.12], [0.11, 0.11, 0.08], [0.21, -0.06, 0.01], [0.11, -0.02, 0.04], [0.04, -0.11, 0.10], [-0.09, -0.04, 0.00], [0.00, -0.01, -0.12], [0.03, 0.31, 0.01], [0.10, 0.06, 0.01], [-0.06, 0.04, 0.02], [0.03, -0.08, -0.20], [-0.10, 0.05, -0.12], [-0.11, -0.14, -0.06], [0.09, -0.01, -0.01], [-0.06, 0.12, -0.09], [0.15, -0.02, -0.06], [0.02, 0.13, 0.05], [-0.02, -0.18, 0.06], [0.08, -0.06, 0.07], [0.15, -0.01, -0.04], [0.12, -0.17, -0.04], [0.11, 0.04, -0.15], [-0.07, -0.04, -0.07], [0.03, -0.14, 0.06], [-0.13, -0.03, -0.04], [-0.04, 0.06, 0.11], [0.07, 0.09, -0.07], [-0.03, 0.07, 0.10], [-0.16, 0.00, -0.09], [0.02, -0.01, 0.11], [-0.13, 0.05, 0.00], [-0.14, 0.03, -0.08], [0.11, -0.13, -0.07], [0.10, 0.06, 0.06], [0.08, 0.10, -0.15], [0.10, -0.05, -0.03], [0.00, 0.02, 0.14], [0.20, -0.02, 0.09], [-0.09, -0.09, -0.02], [-0.01, 0.02, -0.21], [-0.06, -0.11, -0.03], [0.10, 0.03, 0.08], [0.13, 0.08, -0.13], [-0.11, 0.09, -0.04], [-0.13, -0.10, -0.15], [0.15, -0.02, -0.05], [-0.02, -0.08, -0.07], [0.07, -0.09, 0.13], [-0.13, 0.12, 0.01], [-0.01, -0.05, 0.13], [-0.12, -0.10, -0.08], [0.25, -0.41, 0.05], [-0.56, 0.04, -0.29], [0.26, 0.28, 0.24], [-0.51, 0.22, -0.22], [0.57, 0.12, 0.52], [-1.33, 0.18, -0.69], [0.34, -0.33, 0.11], [1.33, -0.02, 0.81], [-0.36, -0.25, -0.27], [0.44, -0.03, 0.21], [-0.24, -0.29, -0.19], [-0.22, 0.28, -0.05], [0.48, 0.17, 0.21], [-0.79, 0.22, -0.39], [-0.08, 0.01, -0.06], [-0.05, -0.13, -0.04], [0.04, 0.11, 0.06], [-0.03, 0.07, -0.01], [0.12, -0.07, 0.09], [0.17, -0.30, 0.07], [-0.36, 0.22, -0.12], [0.29, -0.36, 0.23], [0.41, -0.16, -0.10], [-0.16, -0.03, 0.27], [0.18, -0.15, -0.12], [-0.06, -0.01, 0.05], [-0.15, 0.17, 0.02], [-0.40, 0.35, -0.12], [0.32, 0.20, -0.44], [-0.22, 0.08, 0.14], [0.12, -0.27, 0.20], [-0.25, 0.57, -0.14], [0.60, -0.41, -0.40], [0.04, 0.01, -0.18], [-0.02, -0.08, 0.16], [0.13, 0.00, -0.06], [0.09, 0.01, -0.15], [-0.29, -0.23, 0.69], [-0.07, 0.24, -0.13], [0.05, -0.05, 0.03], [0.08, -0.03, -0.18], [0.08, -0.03, 0.02], [-0.05, 0.03, -0.01], [0.08, -0.02, -0.06], [0.13, 0.00, 0.05], [-0.12, -0.01, 0.10], [0.02, -0.08, 0.09], [0.03, -0.04, -0.02], [0.06, -0.03, -0.06], [-0.13, 0.00, 0.09], [0.08, 0.17, -0.21], [0.16, -0.08, -0.05], [0.04, 0.18, -0.18], [0.06, 0.20, -0.09], [0.74, -0.30, 1.09], [-0.72, 0.33, -0.86], [-0.50, -0.25, 0.19], [0.04, -0.19, 0.13], [0.22, -0.05, 0.11], [0.17, -0.11, -0.03], [0.08, 0.20, -0.09], [-0.01, 0.15, -0.13], [-0.10, -0.24, -0.46], [0.11, -0.07, 0.01], [0.17, -0.02, 0.14], [-0.03, 0.13, 0.06], [-0.10, 0.26, 0.08], [-0.08, -0.03, -0.08], [0.00, -0.09, 0.04], [-0.19, 0.02, -0.09], [-0.08, 0.14, 0.14], [-0.07, -0.05, 0.06], [0.05, 0.00, 0.15], [0.16, -0.03, 0.06], [-0.05, -0.11, 0.05], [0.15, -0.20, -0.11], [-0.14, -0.16, -0.19], [-0.02, -0.12, 0.09], [0.02, -0.02, -0.03], [0.00, 0.01, -0.04], [0.00, 0.04, -0.05], [-0.06, 0.21, -0.10], [0.09, -0.13, 0.03], [0.04, 0.00, 0.00], [0.00, 0.05, 0.03], [-0.03, 0.09, 0.01], [-0.20, 0.06, -0.05]]
}

No. 2
{
  "formula": "C34H60Cl2MoP2",
  "method": "ωB97M-V/def2-TZVPD",
  "s_squared": 2.072,
  "multiplicity": 3,
  "homo_ev": [-7.426, -7.263],
  "elements": ["P", "C", "C", "C", "C", "C", "C", "C", "C", "C", "C", "C", "C", "C", "C", "C", "C", "C", "C", "H", "H", "H", "H", "H", "H", "H", "H", "H", "H", "H", "H", "H", "H", "H", "H", "H", "H", "H", "H", "H", "H", "H", "H", "H", "H", "H", "H", "H", "H", "H", "H", "H", "Mo", "Cl", "Cl", "C", "H", "C", "C", "C", "C", "C", "C", "H", "H", "H", "H", "H", "C", "C", "C", "P", "C", "C", "C", "C", "C", "C", "H", "H", "H", "H", "H", "H", "H", "H", "H", "H", "H", "H", "H", "H", "H", "H", "H", "H", "H", "H", "H"],
  "coordinates": [[-0.512, 1.644, -1.732], [-2.328, 2.140, -1.699], [-2.821, 3.289, -2.596], [-4.278, 3.647, -2.263], [-5.198, 2.427, -2.402], [-4.701, 1.260, -1.539], [-3.241, 0.912, -1.864], [-0.160, 0.874, -3.407], [-0.724, 1.535, -4.673], [-0.152, 0.874, -5.937], [-0.432, -0.635, -5.947], [0.100, -1.306, -4.674], [-0.463, -0.638, -3.411], [0.312, 3.317, -1.917], [0.014, 4.169, -0.668], [0.704, 5.539, -0.736], [2.218, 5.389, -0.928], [2.527, 4.541, -2.166], [1.834, 3.172, -2.098], [-2.444, 2.476, -0.656], [-2.755, 2.995, -3.650], [-2.189, 4.176, -2.476], [-4.623, 4.460, -2.913], [-4.327, 4.022, -1.230], [-6.227, 2.692, -2.129], [-5.219, 2.112, -3.455], [-4.775, 1.536, -0.477], [-5.339, 0.379, -1.684], [-2.891, 0.092, -1.225], [-3.183, 0.556, -2.901], [0.937, 0.961, -3.455], [0.934, 1.042, -5.969], [-0.510, 2.610, -4.679], [-1.817, 1.425, -4.681], [-0.574, 1.346, -6.834], [0.012, -1.098, -6.837], [-1.518, -0.797, -6.013], [-0.146, -2.375, -4.677], [1.197, -1.231, -4.658], [-0.044, -1.102, -2.511], [-1.548, -0.798, -3.374], [-0.092, 3.836, -2.798], [-1.066, 4.305, -0.544], [0.366, 3.624, 0.220], [0.287, 6.111, -1.577], [0.488, 6.111, 0.175], [2.647, 4.903, -0.040], [2.692, 6.375, -1.012], [3.610, 4.403, -2.275], [2.183, 5.073, -3.065], [2.059, 2.605, -3.008], [2.239, 2.595, -1.255], [0.355, -1.523, 1.432], [2.046, -1.268, -0.100], [-1.557, -0.472, 2.141], [0.087, -3.330, 1.601], [0.628, -3.954, 2.318], [-0.764, -4.062, 0.677], [-0.585, -5.455, 0.532], [-1.348, -6.180, -0.377], [-2.314, -5.534, -1.152], [-2.517, -4.158, -1.007], [-1.755, -3.429, -0.103], [0.170, -5.954, 1.134], [-1.194, -7.251, -0.481], [-3.280, -3.657, -1.596], [-1.944, -2.367, 0.037], [-2.914, -6.101, -1.858], [0.821, -4.217, 4.996], [1.174, -2.760, 5.329], [2.322, -2.774, 6.346], [1.428, -1.761, 3.754], [0.813, -0.113, 4.363], [1.302, 0.316, 5.756], [1.206, 0.978, 3.357], [3.170, -1.956, 3.131], [4.247, -1.396, 4.072], [3.520, -3.371, 2.675], [1.640, -4.738, 4.465], [-0.100, -4.260, 4.381], [0.604, -4.787, 5.927], [0.257, -2.365, 5.817], [3.169, -3.374, 5.962], [2.671, -1.769, 6.635], [1.984, -3.285, 7.273], [-0.290, -0.174, 4.440], [2.406, 0.392, 5.799], [0.876, 1.309, 6.012], [0.936, -0.365, 6.547], [0.848, 0.742, 2.337], [0.762, 1.950, 3.660], [2.307, 1.086, 3.315], [3.227, -1.292, 2.250], [4.399, -1.985, 4.985], [5.225, -1.386, 3.547], [4.014, -0.349, 4.349], [2.817, -3.722, 1.897], [4.535, -3.376, 2.221], [3.530, -4.073, 3.529]],
  "atomic_forces_ev_per_a": [[-0.15, 0.14, -0.24], [0.07, -0.04, -0.03], [-0.05, -0.05, 0.08], [0.04, -0.08, -0.04], [0.08, 0.00, 0.06], [0.06, 0.04, -0.05], [-0.02, 0.11, 0.02], [-0.02, -0.02, 0.08], [0.07, -0.08, 0.01], [-0.05, -0.04, 0.08], [0.05, 0.05, 0.08], [-0.06, 0.06, 0.02], [0.05, 0.06, -0.05], [0.00, -0.10, 0.09], [0.05, 0.04, -0.12], [0.05, -0.10, 0.01], [-0.07, -0.03, -0.07], [-0.06, -0.05, 0.08], [-0.05, 0.11, 0.00], [0.00, -0.06, -0.08], [-0.02, 0.04, 0.10], [-0.09, -0.09, -0.02], [0.04, -0.11, 0.09], [0.00, -0.05, -0.11], [0.14, -0.04, -0.04], [0.01, 0.04, 0.12], [0.02, -0.04, -0.13], [0.08, 0.12, 0.02], [-0.04, 0.08, -0.03], [-0.02, 0.04, 0.09], [-0.12, -0.06, 0.00], [-0.12, -0.02, 0.00], [-0.03, -0.10, -0.01], [0.10, 0.00, -0.02], [0.06, -0.06, 0.12], [-0.06, 0.06, 0.12], [0.12, 0.02, 0.01], [0.04, 0.15, 0.01], [-0.14, -0.01, 0.01], [-0.01, 0.03, -0.11], [0.09, 0.01, -0.02], [0.05, -0.05, 0.09], [0.13, -0.01, 0.00], [-0.02, 0.05, -0.07], [0.05, -0.07, 0.10], [0.03, -0.07, -0.12], [-0.05, 0.05, -0.10], [-0.06, -0.14, 0.02], [-0.14, 0.02, 0.01], [0.04, -0.06, 0.11], [-0.01, 0.08, 0.12], [-0.03, 0.04, -0.08], [0.44, 0.00, 1.04], [0.58, 0.21, -0.58], [-1.07, 0.38, 0.10], [-0.10, -1.40, 0.15], [-0.21, -0.03, -0.24], [-0.43, -0.61, -0.45], [-0.23, 0.28, -0.23], [-0.10, 0.27, -0.01], [0.08, 0.13, 0.11], [0.15, -0.24, 0.06], [0.20, -0.37, 0.12], [-0.09, 0.06, -0.07], [-0.03, 0.13, 0.01], [0.09, -0.06, 0.06], [-0.06, -0.08, -0.06], [0.08, 0.08, 0.09], [-0.55, -0.56, -0.08], [-0.55, -1.00, -0.22], [0.31, 0.03, 0.31], [-1.07, 0.40, -0.39], [1.07, 0.98, 0.62], [-0.10, 0.20, 0.48], [-0.02, 0.22, -0.17], [1.00, 1.19, 0.69], [0.62, 0.33, 0.06], [-0.17, -0.38, -0.23], [-0.42, 0.22, 0.22], [0.57, -0.06, 0.22], [0.23, 0.37, -0.49], [0.55, 0.22, -0.44], [-0.37, 0.39, 0.17], [-0.02, -0.50, -0.19], [0.04, 0.30, -0.55], [0.57, -0.42, -0.45], [-0.54, -0.03, 0.10], [0.29, -0.44, -0.26], [0.36, 0.27, -0.37], [0.21, 0.43, 0.45], [0.27, -0.55, -0.28], [-0.47, 0.03, 0.02], [-0.40, -0.34, 0.22], [-0.15, 0.19, -0.24], [-0.51, 0.04, 0.19], [0.18, -0.51, -0.02], [0.33, 0.05, 0.43], [-0.56, 0.12, 0.32], [0.00, 0.22, -0.43]]
}

no.,E (hartree)
1,-11615.92731
2,-3002.83629